{
  "formula": "C7H5F3N2",
  "method": "ωB97M-V/def2-TZVPD",
  "homo_energy_ev": [-9.9, -9.2],
  "lumo_energy_ev": [-1.8, -1.0],
  "e_tot_ev": -18468.525,
  "de_lowest_kj_mol": 261.4,
  "homo_lumo_gap_ev": [8.09, 8.15],
  "multiplicity": 1,
  "symbols": ["C", "C", "C", "C", "C", "C", "C", "N", "N", "F", "F", "F", "H", "H", "H", "H", "H"],
  "positions_angstrom": [[-0.611261, 0.666324, -1.369316], [1.358130, -0.956531, 0.283511], [0.028099, -1.192156, 0.110835], [1.138536, 1.544412, 0.744793], [1.938128, 0.386353, 0.044174], [-0.921526, -0.256849, -0.323069], [-2.345686, -0.641672, -0.018512], [-0.436261, 1.369528, -2.260283], [-0.088536, 1.594229, 0.945543], [-2.974291, 0.352344, 0.648274], [-3.128098, -0.911332, -1.064200], [-2.299484, -1.613783, 0.858893], [1.949346, -1.562451, 0.756780], [-0.380837, -2.197384, 0.266318], [1.914300, 2.291482, 1.122307], [2.938116, 0.436630, 0.338299], [1.921328, 0.690858, -1.084350]],
  "forces_ev_per_a": [[-0.95, -0.36, 0.10], [-3.40, 4.42, -2.63], [0.97, -1.38, -0.23], [0.19, -0.01, 0.73], [-1.88, 0.25, -2.45], [0.84, 0.76, -0.60], [-0.41, 2.29, 0.75], [0.21, 0.18, -0.26], [1.18, 0.05, -0.27], [0.00, 0.50, -0.33], [0.44, -0.60, -0.08], [-0.77, -1.77, 0.22], [3.08, -3.95, 2.32], [0.49, 0.49, 0.54], [-1.44, -0.46, -0.28], [1.56, 0.11, 0.61], [-0.10, -0.51, 1.86]],
  "mulliken_charge": [0.172, -0.656, -0.129, 0.154, -0.750, 0.130, 0.812, -0.506, -0.437, -0.266, -0.258, -0.279, 0.572, 0.382, 0.322, 0.452, 0.286]
}

---

{
  "formula": "C37H40BClCsF9N8O5S2",
  "method": "ωB97M-V/def2-TZVPD",
  "homo_energy_ev": -3.5,
  "charge": -2,
  "lumo_energy_ev": 3.7,
  "e_tot_ev": -121051.921,
  "de_lowest_kj_mol": 127.2,
  "homo_lumo_gap_ev": 7.20,
  "multiplicity": 1,
  "symbols": ["Cs", "C", "C", "C", "C", "C", "N", "N", "B", "N", "N", "C", "C", "C", "C", "C", "N", "N", "C", "C", "C", "C", "C", "H", "H", "H", "H", "H", "H", "H", "H", "H", "H", "H", "H", "H", "H", "H", "H", "H", "H", "H", "H", "H", "H", "S", "C", "N", "C", "C", "N", "C", "C", "C", "C", "C", "C", "C", "C", "S", "C", "C", "C", "C", "C", "C", "C", "H", "H", "H", "H", "H", "H", "H", "H", "H", "H", "H", "H", "H", "H", "H", "H", "H", "H", "O", "Cl", "O", "O", "O", "F", "C", "F", "F", "C", "O", "C", "F", "F", "F", "C", "F", "F", "F"],
  "positions_angstrom": [[-0.518714, 2.944776, 0.151715], [2.414565, -3.323712, -4.153692], [1.954949, -1.929991, -4.442227], [2.545709, -0.966380, -5.279741], [1.733157, 0.145335, -5.161020], [1.837009, 1.479184, -5.822004], [0.746066, -0.168152, -4.298808], [0.867176, -1.440940, -3.863588], [-0.464485, 0.728485, -3.941156], [-1.380477, 0.042389, -2.900455], [-1.326616, 0.319989, -1.573672], [-2.238414, -0.447297, -0.990044], [-2.438822, -0.420441, 0.492637], [-2.899841, -1.238284, -1.947350], [-2.315894, -0.893574, -3.153095], [-2.556933, -1.433872, -4.522889], [0.019289, 2.096966, -3.436744], [1.180706, 2.281023, -2.762376], [1.283913, 3.589738, -2.560970], [2.421040, 4.176380, -1.786409], [0.176698, 4.269943, -3.100048], [-0.607689, 3.279029, -3.645081], [-1.937411, 3.391497, -4.315097], [2.639463, -3.867221, -5.074967], [3.317808, -3.325602, -3.538072], [1.642704, -3.864320, -3.608297], [3.437074, -1.059293, -5.880800], [2.578570, 1.437152, -6.620644], [0.878376, 1.780201, -6.250523], [2.129787, 2.249283, -5.106288], [-1.116842, 0.913499, -4.951547], [-1.508899, -0.198171, 1.016926], [-3.170926, 0.328698, 0.801110], [-2.786964, -1.391847, 0.847817], [-3.674670, -1.970857, -1.783668], [-3.328804, -2.203225, -4.484746], [-2.876520, -0.648654, -5.210569], [-1.641084, -1.872086, -4.924822], [2.997660, 3.383330, -1.308913], [3.094030, 4.746597, -2.431667], [2.039288, 4.864857, -1.028407], [-0.049747, 5.318492, -3.028799], [-2.296694, 4.416448, -4.227754], [-1.879075, 3.125228, -5.372693], [-2.669677, 2.725520, -3.854386], [1.713510, -0.448761, 4.039483], [1.014455, -2.056212, 3.771928], [-0.305828, -2.466828, 3.684227], [-0.357638, -3.784067, 3.050612], [0.792906, -4.729877, 3.486145], [2.138627, -4.182169, 3.274379], [2.747428, -4.490022, 1.963595], [1.938331, -4.026900, 0.780233], [1.891544, -2.673726, 0.439877], [1.037465, -2.224257, -0.554605], [0.210064, -3.122339, -1.219488], [0.265055, -4.471331, -0.902609], [1.131002, -4.921219, 0.087628], [2.100173, -2.819995, 3.576528], [3.424972, -1.678221, 3.810146], [-1.119881, -2.288781, 4.892161], [-0.740362, -3.230222, 6.010284], [0.440435, -3.027296, 6.725118], [0.851714, -3.942815, 7.681284], [0.085521, -5.071381, 7.946936], [-1.099897, -5.273170, 7.255642], [-1.505548, -4.356221, 6.294270], [-0.335104, -3.644994, 1.969679], [-1.308897, -4.253702, 3.309823], [0.711014, -5.666660, 2.931087], [0.688831, -4.953609, 4.549690], [2.888820, -5.573063, 1.922105], [3.736077, -4.026324, 1.961889], [2.523223, -1.967200, 0.968161], [1.003353, -1.177829, -0.830799], [-0.442096, -2.753517, -1.998695], [-0.364156, -5.178174, -1.431753], [1.167068, -5.977363, 0.339220], [-2.164280, -2.437153, 4.610162], [-1.016856, -1.251628, 5.202993], [1.042158, -2.149778, 6.516350], [1.776693, -3.776483, 8.219589], [0.410233, -5.787087, 8.692385], [-1.707891, -6.146114, 7.461321], [-2.428608, -4.518511, 5.747875], [-0.941276, 0.544319, 3.972857], [-1.146868, 1.959906, 3.735129], [-1.454142, 2.620778, 4.972098], [0.060499, 2.518263, 3.161688], [-2.239824, 2.119438, 2.799666], [-1.654412, 8.805011, 1.097844], [-0.980876, 7.628489, 1.046391], [-1.628959, 6.778705, 1.842193], [0.222931, 7.855322, 1.605921], [-0.820907, 7.030606, -0.401445], [-0.482637, 5.767590, -0.365791], [0.258147, 7.900838, -1.149344], [0.175958, 7.726174, -2.484686], [0.160983, 9.234593, -0.934509], [1.494587, 7.543955, -0.791028], [-2.191405, 7.241265, -1.148386], [-2.251547, 6.495951, -2.258309], [-3.224870, 6.865061, -0.373560], [-2.438880, 8.518658, -1.527742]],
  "forces_ev_per_a": [[-0.06, 0.07, -0.05], [0.00, 0.00, 0.00], [0.01, 0.02, 0.00], [0.00, -0.02, -0.01], [0.01, -0.02, 0.01], [0.00, 0.01, 0.01], [0.02, 0.03, -0.04], [0.01, 0.00, -0.01], [-0.05, 0.00, 0.04], [-0.03, 0.01, 0.00], [0.01, -0.04, -0.01], [0.08, -0.05, -0.01], [0.00, 0.00, 0.00], [0.04, 0.02, -0.07], [0.01, -0.02, 0.06], [0.01, 0.00, 0.00], [-0.03, -0.01, -0.03], [-0.01, 0.00, 0.04], [0.02, -0.01, -0.03], [-0.01, -0.02, -0.03], [0.01, -0.01, -0.02], [0.02, 0.00, 0.00], [0.00, 0.00, -0.01], [0.00, 0.00, 0.00], [0.00, 0.00, 0.00], [-0.01, 0.00, 0.01], [0.00, 0.00, 0.00], [0.00, 0.00, 0.00], [0.00, 0.00, 0.00], [-0.01, 0.00, 0.00], [-0.01, 0.00, 0.01], [0.01, -0.01, 0.00], [0.00, 0.00, 0.00], [-0.01, 0.00, 0.00], [0.00, 0.00, 0.00], [0.00, 0.00, 0.00], [0.00, 0.00, 0.00], [0.00, 0.00, 0.00], [0.00, 0.00, 0.00], [0.00, 0.00, 0.00], [0.01, 0.00, 0.01], [0.00, 0.00, 0.00], [0.00, 0.00, 0.00], [0.00, 0.00, 0.00], [0.00, 0.00, 0.00], [-0.04, -0.03, 0.03], [0.01, -0.01, 0.01], [-0.02, 0.00, 0.00], [0.00, 0.00, 0.02], [0.01, -0.02, 0.00], [-0.02, 0.03, -0.02], [0.01, -0.01, 0.04], [-0.02, 0.00, 0.00], [0.02, 0.02, 0.01], [-0.02, -0.01, -0.03], [-0.01, -0.02, 0.01], [0.00, 0.00, -0.01], [0.00, 0.00, 0.01], [-0.01, 0.02, -0.02], [0.02, -0.01, -0.03], [0.01, -0.01, 0.01], [-0.01, 0.01, 0.00], [0.00, 0.00, 0.00], [0.00, 0.00, 0.00], [0.00, 0.00, 0.00], [-0.01, 0.00, 0.00], [0.00, 0.00, 0.00], [0.02, 0.00, -0.01], [-0.01, 0.00, -0.01], [0.00, 0.00, 0.00], [0.00, -0.01, 0.00], [0.01, 0.00, -0.01], [0.00, 0.00, 0.00], [0.00, 0.00, 0.00], [0.00, 0.01, 0.01], [0.00, 0.00, 0.00], [0.00, 0.00, 0.00], [0.00, 0.00, 0.00], [0.00, 0.00, 0.00], [0.00, 0.00, -0.01], [0.00, 0.00, 0.00], [0.00, 0.00, 0.00], [0.00, 0.00, 0.00], [0.00, 0.00, 0.00], [0.00, 0.00, 0.00], [0.00, -0.03, 0.02], [-0.03, 0.05, 0.03], [-0.01, -0.02, 0.01], [-0.03, -0.01, 0.00], [0.09, 0.06, -0.03], [0.00, 0.01, 0.00], [0.00, 0.00, 0.00], [0.00, 0.00, 0.01], [0.00, 0.00, 0.00], [0.00, 0.00, 0.04], [0.00, 0.03, 0.02], [-0.01, 0.00, 0.00], [0.00, 0.00, 0.00], [0.00, 0.00, 0.00], [0.00, 0.00, 0.00], [0.00, 0.00, 0.00], [0.00, 0.00, -0.01], [0.00, 0.00, 0.00], [0.00, 0.00, 0.00]],
  "mulliken_charge": [1.150, -1.333, 0.617, -1.441, 0.875, -1.270, 1.006, -0.500, -1.247, 1.058, -0.494, 0.642, -1.211, -1.422, 0.909, -1.646, 2.501, -0.716, -0.269, -1.249, 0.051, -0.022, -1.630, 0.360, 0.232, 0.246, 0.412, 0.427, 0.263, 0.100, -0.062, 0.181, 0.272, 0.274, 0.404, 0.420, 0.275, 0.203, 0.336, 0.252, 0.178, 0.213, 0.382, 0.250, 0.258, -0.087, 0.769, 0.423, -0.502, -0.736, 0.145, -1.907, 0.881, -0.441, -0.384, -0.088, -0.969, -0.346, -0.906, -0.252, -1.366, 0.640, 0.053, -0.808, -0.372, -0.631, -0.275, -0.028, 0.562, 0.478, 0.224, 0.479, 0.501, 0.408, 0.648, 0.413, 0.358, 0.339, 0.474, 0.389, 0.405, 0.386, 0.375, 0.368, 0.348, -0.598, 1.839, -0.754, -0.748, -0.702, -0.299, 0.429, -0.232, -0.280, 0.655, -0.974, 0.611, -0.281, -0.297, -0.253, 0.451, -0.173, -0.285, -0.311]
}

---

{
  "formula": "C35H30FeN6O2STe4",
  "method": "ωB97M-V/def2-TZVPD",
  "homo_energy_ev": [-2.0, -2.0],
  "charge": -2,
  "lumo_energy_ev": [3.5, 2.4],
  "e_tot_ev": -124197.711,
  "s_squared": 6.05,
  "homo_lumo_gap_ev": [5.56, 4.47],
  "multiplicity": 5,
  "symbols": ["Fe", "C", "C", "C", "C", "C", "C", "C", "C", "N", "C", "O", "C", "C", "C", "C", "C", "N", "C", "O", "N", "C", "C", "C", "C", "C", "C", "C", "C", "H", "H", "H", "H", "H", "H", "H", "H", "H", "H", "H", "H", "H", "H", "H", "H", "H", "H", "H", "H", "H", "N", "C", "C", "C", "C", "C", "C", "S", "N", "C", "C", "C", "C", "C", "C", "N", "H", "H", "H", "H", "H", "H", "H", "H", "H", "Te", "Te", "Te", "Te"],
  "positions_angstrom": [[0.465261, -0.456894, -0.289677], [-1.862641, -2.900618, 1.602966], [-1.110110, -2.264481, 2.744554], [-1.745369, -2.344091, 4.058092], [-0.883558, -1.874371, 5.085937], [0.340209, -1.276610, 4.774326], [0.978172, -1.301522, 3.615092], [2.315105, -0.603157, 3.290760], [0.227458, -1.896311, 2.515405], [0.794993, -1.881631, 1.261218], [1.385520, -3.057718, 0.798742], [1.320551, -4.071511, 1.479382], [1.626238, -2.878471, -0.586213], [2.244197, -3.926838, -1.396758], [2.016379, -4.119026, -2.784902], [1.332237, -2.965477, -3.238616], [0.834009, -1.833923, -2.652098], [1.064743, -1.964516, -1.181750], [-0.194288, -0.727476, -3.027842], [-0.442195, -0.773366, -4.159546], [-0.334307, 0.222176, -2.083210], [-1.316230, 1.070283, -2.463628], [-1.239070, 2.507781, -2.668083], [0.142635, 3.241673, -2.715492], [-2.366707, 3.190567, -3.009065], [-3.636362, 2.611223, -3.030827], [-3.804685, 1.264370, -2.801794], [-2.565047, 0.564667, -2.615959], [-2.899380, -1.078951, -2.163652], [-2.785544, -2.395796, 1.617706], [-1.912411, -4.104022, 1.643184], [-1.911923, -2.502538, 0.578029], [-2.648303, -2.697231, 4.115570], [-1.489438, -2.049096, 5.907611], [1.121037, -0.972081, 5.675047], [3.369889, -1.418540, 3.501536], [2.358800, 0.283456, 4.029526], [2.181758, -0.174688, 2.230451], [2.918783, -4.692749, -0.893973], [2.581756, -4.962747, -3.158815], [1.208721, -2.985674, -4.375523], [0.462777, 3.783443, -3.670356], [0.921946, 2.671734, -2.515434], [-0.368480, 4.023500, -2.221710], [-2.055287, 4.230977, -3.255499], [-4.031718, 3.444863, -3.557528], [-4.829255, 1.070182, -2.693810], [-2.083946, -1.620502, -1.994315], [-3.383196, -1.181082, -1.391170], [-3.384449, -1.386465, -2.977642], [2.502373, 3.133763, 1.047532], [3.830974, 3.290726, 0.567510], [4.580263, 4.330014, 1.011480], [5.763838, 4.788487, 0.542515], [6.226799, 3.976060, -0.589025], [5.684524, 2.568179, -0.874733], [4.324245, 2.406397, -0.474180], [3.174492, 1.211855, -1.169715], [1.879040, 1.308295, -0.080472], [1.690205, 2.010799, 0.968225], [0.482459, 2.043952, 1.519294], [-0.078743, 3.058045, 2.558458], [-1.404225, 2.934269, 2.797012], [-2.330411, 1.957351, 2.221771], [-1.650012, 1.076434, 1.357516], [-0.368878, 1.218896, 0.783127], [2.116478, 3.855050, 1.803811], [3.981377, 5.300120, 1.611607], [6.356434, 4.990112, 1.314179], [6.759710, 4.188673, -1.362932], [6.021950, 2.085581, -1.942960], [0.518412, 3.294681, 3.257433], [-1.566269, 3.534304, 3.842936], [-3.212958, 1.364996, 2.398450], [-1.850254, -0.105205, 1.189026], [-8.374977, -5.450055, -1.358791], [-7.612730, -6.986034, 0.523556], [-7.012029, -7.090462, -5.036288], [-9.361365, -7.136008, -3.376587]],
  "forces_ev_per_a": [[-1.02, 2.07, 1.87], [-0.66, -1.69, -0.42], [0.16, -1.51, -0.13], [9.20, 3.48, -2.87], [-2.45, -0.78, -3.11], [2.12, 0.15, 6.17], [0.07, -0.46, -4.39], [0.97, -0.70, 1.19], [-0.23, 1.37, 2.30], [0.91, -0.02, -2.11], [-3.46, 2.83, 4.67], [1.45, -1.15, -0.83], [3.88, -6.22, -2.92], [0.76, -2.29, 0.08], [0.80, 3.02, 5.64], [-0.91, -0.06, -6.37], [1.30, -2.97, 5.92], [-3.05, 5.42, -5.52], [5.15, -0.65, 3.71], [-2.72, 0.24, -5.62], [1.89, -2.19, 0.41], [-1.96, 4.01, -0.10], [2.61, -3.14, -1.44], [-5.11, 2.21, -3.21], [2.12, -0.03, 0.75], [2.52, 2.09, -1.10], [2.72, 2.05, -0.34], [-4.82, -4.36, 2.70], [4.49, 6.81, -6.55], [-2.70, -0.52, 1.52], [-0.08, 3.02, -0.24], [2.43, -0.53, -0.47], [-4.92, -1.94, 0.80], [0.43, 0.59, 2.99], [-2.45, -0.40, -1.83], [-3.31, 2.71, -0.99], [0.45, -1.39, -1.10], [0.94, -0.97, 1.58], [-1.21, 1.09, -0.26], [-0.66, 0.36, -1.17], [-0.30, 0.25, 1.39], [-1.07, -1.14, 0.41], [3.47, -2.16, 2.42], [1.81, 1.68, 2.13], [-1.42, -0.39, -0.07], [-3.32, -0.16, -0.06], [-0.98, -1.97, -0.05], [3.69, -2.13, 0.13], [-5.67, -0.15, 8.00], [-2.01, -1.73, -3.08], [-0.04, 3.21, 3.29], [-1.85, -1.66, -0.87], [-3.66, 3.60, 2.45], [-0.11, -4.37, -5.60], [-4.02, -4.65, 4.83], [-1.40, 3.87, -2.49], [0.68, -0.26, 1.00], [0.32, 1.34, 1.74], [0.65, -4.56, -2.88], [4.16, 3.23, -2.13], [-5.03, 1.38, 1.60], [-3.04, -5.98, -7.59], [-1.35, 1.34, 3.84], [3.08, -1.89, -2.04], [2.29, -2.13, -1.06], [-2.30, -0.52, 3.13], [1.72, -1.96, -2.39], [1.56, -3.41, -0.73], [3.08, 3.05, 2.36], [4.60, 2.06, -3.76], [-0.72, 1.02, 2.98], [4.23, 2.64, 4.89], [-0.79, -1.45, -2.65], [-0.85, 1.42, 1.48], [-1.01, 3.10, 0.21], [-0.49, 0.02, -1.09], [0.22, -0.47, 0.63], [-1.11, -0.05, 0.70], [1.33, 0.45, -0.26]],
  "mulliken_charge": [-0.506, -1.573, 1.375, -1.136, -1.003, -0.826, 1.298, -0.967, -0.488, 0.482, 0.123, -0.757, 0.953, -0.591, -0.716, -0.090, -0.348, 0.550, -0.388, -0.629, 0.946, -0.959, 1.150, -1.781, -0.395, -0.930, -1.032, 2.289, -2.715, 0.614, 0.138, 0.150, 0.789, 0.404, 0.061, 0.223, 0.424, -0.133, 0.275, 0.364, 0.277, 0.209, 0.330, 0.546, 0.318, 0.284, 0.419, 0.485, 0.955, 0.641, 0.025, 0.103, -0.148, -0.726, -0.449, -0.729, 0.530, -0.221, -0.179, 0.517, 0.538, -1.183, -0.286, -1.183, 0.457, 0.762, 0.346, 0.064, 0.310, 0.499, 0.188, 0.402, 0.091, 0.380, -0.214, 0.010, -0.223, -0.554, -0.234]
}